A structure of composition C39H35ClN2RuSi2 in a non-equilibrium geometry. Source: OMol25; level of theory: the ωB97M-V functional and the def2-TZVPD basis.

LUMO level (spin up / spin down) ... -3.436 / -4.324 eV
Highest occupied orbital energy (spin up / spin down) ... -8.6 / -10.6 eV
Charge ... +1
Spin multiplicity ... 6

XYZ file:
```
80
Properties=species:S:1:pos:R:3:forces:R:3:mulliken_charge:R:1
C 3.874813 -2.329653 -1.300386 0.60 -1.21 -1.24 -0.62
C 2.589474 -3.004045 -1.234948 0.93 -0.99 -1.17 -0.84
C 1.708314 -2.359574 -2.185663 0.69 -0.58 -1.35 -0.70
H 2.338729 -3.872157 -0.644112 0.10 0.05 -0.05 0.74
C 2.480387 -1.340600 -2.877329 0.75 -0.98 -0.61 -0.40
C 3.796577 -1.307102 -2.315727 0.07 -1.32 -1.27 -0.43
H 4.588766 -0.642034 -2.631616 -0.05 -0.11 0.12 0.57
H 4.766348 -2.619576 -0.756687 -0.19 0.16 -0.02 0.48
H 0.681221 -2.641897 -2.364181 0.12 0.03 -0.15 0.59
H 2.124472 -0.683625 -3.662454 0.15 -0.18 0.15 0.61
Ru 2.311408 -1.032859 -0.698826 -1.88 3.18 3.59 -0.62
Si -1.514522 -0.408027 -1.614891 -3.10 0.86 1.39 0.77
C -2.839537 -0.547841 -0.273857 0.17 -0.48 -0.45 0.61
C -3.518779 0.576471 0.194438 -0.52 0.09 0.45 -0.21
H -3.195652 1.591362 -0.063895 -0.02 -0.36 -0.02 0.37
C -4.662419 0.434336 0.985290 0.28 0.04 -0.11 -0.94
H -5.147748 1.325004 1.395617 0.04 -0.36 -0.20 0.46
C -5.159196 -0.841918 1.247712 -0.01 -0.17 0.10 -0.58
H -6.060202 -0.956096 1.858386 0.31 -0.01 -0.28 0.39
C -4.493938 -1.969041 0.754075 -0.14 0.01 0.29 -0.64
H -4.873793 -2.971060 0.966358 0.03 0.33 -0.04 0.42
C -3.319744 -1.823735 0.018276 -0.41 0.19 0.28 -0.32
H -2.797034 -2.709887 -0.348302 -0.15 0.20 0.07 0.27
C -2.597811 0.658830 -2.762389 0.32 -0.36 -0.18 0.95
C -3.541366 -0.019997 -3.534372 -0.36 0.30 0.11 -0.61
H -3.493970 -1.104362 -3.589295 -0.17 0.05 -0.05 0.34
C -4.580319 0.675279 -4.157202 0.20 0.21 -0.05 -0.74
H -5.364352 0.124079 -4.678415 0.26 0.21 0.04 0.41
C -4.606047 2.075623 -4.107933 0.03 -0.15 -0.02 -0.54
H -5.392128 2.627482 -4.622424 0.16 -0.18 0.11 0.38
C -3.623005 2.770831 -3.400728 0.04 -0.44 0.04 -1.09
H -3.606040 3.862922 -3.378287 -0.13 -0.35 0.02 0.42
C -2.650294 2.051882 -2.700194 -0.24 0.45 -0.08 0.22
H -1.948771 2.618825 -2.089659 -0.31 -0.31 -0.26 0.25
H -1.257134 -1.770388 -2.065433 0.29 -0.17 -0.19 -0.54
Si -0.917253 1.998940 1.887547 1.68 -3.05 -1.10 -0.17
C -0.328084 1.735891 0.030568 0.51 1.80 -0.37 0.51
C -0.041723 0.481643 -0.731206 -0.52 -1.26 0.83 2.57
H 0.605591 -0.301625 -0.192284 -1.80 1.02 -0.28 -0.07
C 0.158771 0.575352 -2.171631 3.01 2.17 -1.77 -0.81
H 0.386100 -0.267313 -2.827621 -0.18 -0.05 0.68 0.96
C 0.422730 1.819468 -2.783394 -0.26 -1.11 0.48 -1.09
H 0.689573 1.798583 -3.831968 -0.26 0.35 -0.10 0.49
C 0.355754 2.963242 -2.029528 0.54 0.72 -0.68 -1.35
H 0.451611 3.931893 -2.529108 0.23 -0.29 0.38 0.40
C 0.027987 2.900620 -0.654394 -0.75 -0.59 1.17 -0.91
H 0.015487 3.850783 -0.115924 -0.22 -0.13 -0.10 0.41
C -1.263657 0.247159 2.542136 0.06 0.60 0.61 0.61
C -0.356399 -0.744929 2.164332 -0.11 -0.10 -0.38 0.19
H 0.594880 -0.439695 1.731463 -0.43 -0.12 -0.12 -0.19
C -0.654023 -2.097632 2.313733 -0.01 0.41 0.50 0.06
H -0.053099 -2.850175 1.823028 0.08 -0.04 0.17 0.46
C -1.731790 -2.468440 3.111348 -0.22 0.26 -0.11 -1.06
H -1.954666 -3.525402 3.269120 -0.03 0.35 -0.01 0.41
C -2.523805 -1.470712 3.685410 -0.25 -0.01 0.15 -0.54
H -3.360398 -1.758827 4.330533 0.35 0.14 -0.20 0.38
C -2.315846 -0.116496 3.386592 -0.12 -0.54 -0.32 -0.54
H -2.995175 0.639048 3.785077 0.10 -0.25 -0.15 0.38
H -1.800999 3.022903 2.318410 -0.83 0.76 -0.17 -0.10
Cl 0.889758 2.441853 2.779774 0.54 0.45 0.32 -0.26
C 2.667360 -2.662225 3.451038 0.07 -0.15 -0.15 -1.02
C 3.237811 -1.616899 4.182566 -0.16 0.00 -0.30 -0.81
C 3.557661 -0.440427 3.513145 0.03 0.18 -0.46 -0.95
C 3.306606 -0.339556 2.138132 -0.67 -1.58 0.69 1.07
N 2.702149 -1.350983 1.450899 1.00 -0.33 1.72 0.79
C 2.438891 -2.511248 2.086297 0.24 0.92 0.27 -0.57
C 3.754302 0.777540 1.325984 0.27 0.96 -1.51 0.39
C 4.607899 1.772304 1.811793 -0.08 -0.13 -0.13 -0.96
C 5.171962 2.678862 0.915410 -0.67 -0.52 -0.55 -0.66
C 4.778098 2.616450 -0.435901 0.00 0.04 0.24 -1.06
C 3.831781 1.678967 -0.838317 0.06 -0.40 0.63 -0.18
N 3.379672 0.732311 0.010920 0.70 1.49 1.01 1.04
H 2.392303 -3.608188 3.907460 0.15 0.18 0.08 0.47
H 3.452030 -1.717420 5.248437 -0.17 0.00 -0.36 0.44
H 4.017854 0.413567 4.014313 -0.21 -0.51 0.04 0.45
H 2.030238 -3.316701 1.470210 0.13 0.34 0.33 0.66
H 4.842055 1.785560 2.879523 0.09 0.16 -0.55 0.38
H 5.893861 3.407797 1.258376 -0.04 0.02 -0.07 0.47
H 5.198323 3.278499 -1.186348 -0.08 0.05 0.23 0.45
H 3.421108 1.618207 -1.856894 0.37 0.16 0.49 0.43
```
Positions in Å, forces in eV/Å.


A structure of composition C39H35IN4O4ReS. Source: OMol25; level of theory: the ωB97M-V functional and the def2-TZVPD basis.

LUMO level (spin up / spin down) ... -0.470 / -0.709 eV
Highest occupied orbital energy (spin up / spin down) ... -7.1 / -8.1 eV
Spin multiplicity ... 4

XYZ file:
```
85
Properties=species:S:1:pos:R:3:forces:R:3:mulliken_charge:R:1
Re -0.618379 0.417244 1.275765 -0.17 -0.39 -0.28 0.46
C -1.300591 4.828614 -0.380843 0.00 0.03 -0.01 -1.32
C 0.102766 4.309798 -0.397402 -0.03 -0.03 0.03 1.01
N 1.009210 4.932725 -1.110037 0.04 0.03 -0.05 -0.62
C 2.265535 4.444926 -1.157991 0.02 -0.01 -0.02 -1.25
C 2.678867 3.348201 -0.448759 -0.03 -0.05 0.03 0.74
C 4.101802 2.861652 -0.541792 -0.01 0.08 -0.04 -0.88
O 4.222443 1.470391 -0.788156 -0.10 -0.14 0.02 -0.54
C 1.721665 2.665750 0.338146 0.02 0.01 0.00 0.48
C 2.161960 1.602366 1.206622 0.03 0.04 0.03 -0.12
N 1.421694 0.702568 1.759033 0.00 0.02 0.04 0.44
C 2.085823 -0.216768 2.626253 0.02 -0.04 0.06 -0.47
C 3.053882 -1.062229 2.104558 -0.01 -0.05 -0.03 -0.04
C 3.668081 -1.997806 2.921216 -0.01 0.00 0.00 -0.71
C 3.318700 -2.088797 4.259063 -0.02 0.03 0.01 -0.77
C 2.360439 -1.234828 4.789041 0.04 -0.04 -0.02 -0.25
C 1.744986 -0.301123 3.971989 -0.05 0.08 0.02 -0.31
I 0.312680 0.987192 4.788672 0.11 0.02 0.09 0.14
C 0.389129 3.109991 0.330649 0.01 0.01 0.03 0.45
O -0.583178 2.511282 0.947756 -0.02 -0.04 0.06 -1.08
H -1.357634 5.737851 -0.974596 0.00 -0.01 0.01 0.40
H -1.986531 4.080776 -0.784408 -0.03 -0.02 -0.01 0.15
H -1.626411 5.031185 0.640373 -0.01 -0.01 0.02 0.35
H 2.957181 4.974902 -1.801767 0.02 0.01 -0.01 0.34
H 4.617870 3.433397 -1.319877 -0.03 -0.01 0.01 0.33
H 4.628626 3.059775 0.398902 0.01 -0.02 -0.02 0.39
H 3.419937 1.121333 -1.207023 0.04 0.07 0.00 0.39
H 3.222222 1.576484 1.445290 0.00 -0.01 -0.01 0.66
H 3.286775 -0.996581 1.048640 -0.01 0.01 -0.01 0.59
H 4.406897 -2.667243 2.503191 0.01 -0.01 0.00 0.41
H 3.787967 -2.824646 4.897172 0.01 -0.02 0.01 0.40
H 2.090974 -1.295081 5.834158 0.00 0.00 0.01 0.42
O 1.667951 -0.216002 -1.103905 0.06 0.02 -0.05 -0.48
S 0.489359 -0.315681 -1.946137 0.19 -0.02 0.03 1.71
O 0.191400 -1.608197 -2.509353 -0.04 0.01 0.01 -0.72
N -0.707000 0.279315 -1.070595 -0.14 -0.04 0.27 0.28
C -2.004846 0.324734 -1.557534 0.05 0.04 -0.01 -0.03
C -2.403960 0.174067 -2.870110 0.03 -0.01 -0.01 -0.66
C -3.750426 0.316627 -3.250980 -0.04 0.01 0.04 -0.99
C -4.726373 0.601605 -2.339993 0.03 -0.01 -0.01 -1.04
C -4.375369 0.723671 -0.977276 -0.04 0.01 -0.01 1.14
C -5.328596 0.975227 0.032744 0.02 0.01 0.00 -0.68
C -4.943490 1.043763 1.340822 0.03 -0.01 -0.03 -1.06
C -3.593326 0.839094 1.653522 -0.03 0.00 0.02 -0.33
N -2.677279 0.613493 0.733215 -0.03 0.01 0.02 0.69
C -3.028505 0.572162 -0.589166 0.01 0.00 0.02 -0.46
C 0.738536 0.786587 -3.315309 -0.01 0.00 0.02 -0.40
C 0.572790 2.151308 -3.142871 -0.01 -0.01 -0.04 -0.07
C 0.797465 3.004878 -4.211718 0.00 0.01 0.02 -0.65
C 1.185935 2.487695 -5.439648 0.01 0.00 -0.01 -0.56
C 1.347311 1.118340 -5.603775 0.01 -0.01 0.00 -0.71
C 1.120946 0.257457 -4.540242 -0.02 0.01 0.01 -0.41
H -1.672447 -0.061338 -3.627668 0.00 -0.01 -0.04 0.54
H -4.006988 0.198311 -4.295532 0.01 0.00 -0.01 0.43
H -5.760620 0.718848 -2.634569 -0.01 0.00 0.00 0.42
H -6.366347 1.105724 -0.247400 -0.01 0.00 -0.01 0.46
H -5.650022 1.232922 2.134988 -0.01 0.00 0.02 0.47
H -3.250332 0.846085 2.681012 0.00 0.00 -0.02 0.54
H 0.253694 2.536210 -2.185477 0.00 0.03 0.04 0.08
H 0.666769 4.070554 -4.077470 0.00 0.02 0.01 0.49
H 1.361494 3.154168 -6.274178 0.00 0.00 0.00 0.40
H 1.647805 0.718677 -6.563287 0.00 0.00 0.00 0.42
H 1.225719 -0.812960 -4.647513 0.00 -0.03 -0.01 0.51
C -2.359990 -3.077426 2.763593 -0.03 0.01 -0.06 -2.34
C -1.382051 -2.679987 1.648064 -0.09 0.02 0.09 3.75
C -2.142198 -2.638134 0.319218 0.01 0.00 0.00 -1.81
C -0.768903 -1.353505 2.064027 0.05 0.37 -0.19 -0.73
C -0.219085 -3.663897 1.515779 -0.05 -0.08 0.03 -0.73
C 0.819956 -3.362506 0.638582 0.06 0.02 -0.06 0.29
C 1.876221 -4.239283 0.454549 0.00 0.02 0.00 -1.03
C 1.918681 -5.438134 1.152189 -0.02 -0.01 0.02 -0.51
C 0.891496 -5.749197 2.029556 0.04 0.00 -0.02 -0.83
C -0.169024 -4.870151 2.207867 0.03 0.03 0.03 -0.59
H -3.094061 -2.280938 2.901195 -0.01 0.01 0.00 0.29
H -1.846130 -3.232911 3.712837 0.00 0.03 0.02 0.51
H -2.906471 -3.987137 2.507058 0.02 -0.03 0.00 0.52
H -3.007344 -1.975960 0.390188 -0.01 0.00 -0.01 0.37
H -2.502931 -3.638707 0.072783 -0.01 0.00 0.00 0.52
H -1.505665 -2.305809 -0.500091 0.01 0.03 -0.02 0.39
H -0.350732 -1.502625 3.069870 0.08 0.04 -0.05 0.17
H 0.803854 -2.433587 0.082702 0.00 0.01 -0.01 0.51
H 2.664228 -3.982729 -0.242042 0.02 0.01 -0.01 0.48
H 2.741931 -6.125867 1.009427 0.01 -0.01 0.00 0.42
H 0.908759 -6.682435 2.577213 0.00 -0.02 0.01 0.40
H -0.957157 -5.139744 2.896961 -0.02 -0.01 0.00 0.43
```
Positions in Å, forces in eV/Å.


Here are the calculated molecular weight numbers, same order: 724.42; 968.91 (Da).
Here are the calculated E numbers, same order: -2750.328571; -2801.296877 (Ha).